# 1
{
  "formula": "C24H32Cl2N3NdO3",
  "method": "ωB97M-V with the def2-TZVPD basis set",
  "homo_lumo_gap_ev": [4.72, 4.73],
  "s_squared": 3.7556,
  "multiplicity": 4,
  "elements": ["O", "C", "C", "C", "H", "C", "H", "C", "H", "C", "H", "C", "H", "H", "C", "C", "H", "H", "H", "C", "C", "H", "H", "H", "H", "Nd", "Cl", "Cl", "C", "O", "N", "C", "C", "H", "H", "H", "H", "H", "H", "H", "H", "H", "C", "C", "N", "H", "C", "O", "H", "H", "H", "H", "N", "C", "C", "C", "C", "C", "C", "C", "H", "H", "H", "H", "H"],
  "coordinates": [[3.448, 1.052, -4.148], [3.245, 1.288, -5.304], [3.303, 2.647, -5.945], [3.584, 3.772, -5.149], [3.756, 3.642, -4.079], [3.640, 5.038, -5.733], [3.856, 5.909, -5.110], [3.420, 5.194, -7.111], [3.461, 6.186, -7.567], [3.146, 4.067, -7.907], [2.976, 4.181, -8.981], [3.092, 2.801, -7.324], [2.886, 1.907, -7.919], [3.008, 0.470, -6.037], [-2.144, 0.763, -2.102], [-2.044, -0.032, -0.865], [-3.200, 0.860, -2.456], [-1.540, 0.279, -2.906], [-1.722, 1.782, -1.931], [-2.881, -0.843, -0.258], [-4.337, -1.056, -0.602], [-2.570, -1.455, 0.600], [-4.644, -0.430, -1.453], [-4.962, -0.830, 0.274], [-4.497, -2.118, -0.828], [0.518, 0.350, 0.113], [-0.146, 2.841, 0.408], [1.382, 0.005, -2.317], [-1.816, 0.409, 2.361], [-0.986, -0.415, 1.876], [-2.436, 0.192, 3.518], [-2.139, -0.997, 4.324], [-3.535, 1.061, 3.928], [-2.048, 1.335, 1.811], [-1.279, -1.523, 3.892], [-3.014, -1.658, 4.359], [-1.908, -0.714, 5.358], [-3.673, 1.829, 3.156], [-3.322, 1.551, 4.890], [-4.458, 0.476, 4.041], [0.475, -5.556, 0.787], [2.930, -5.324, -0.233], [0.153, -4.909, -0.039], [2.465, -4.685, -0.998], [1.253, -4.055, -0.486], [-0.679, -4.274, 0.277], [1.180, -2.736, -0.404], [0.202, -2.117, 0.124], [3.165, -3.892, -1.287], [2.016, -2.159, -0.822], [-0.161, -5.575, -0.852], [2.242, -5.314, -1.870], [1.614, 0.707, 2.312], [1.255, 0.762, 3.429], [0.965, 0.649, 4.823], [-0.190, 1.171, 5.446], [-0.529, 0.732, 6.738], [0.330, -0.148, 7.417], [1.561, -0.513, 6.863], [1.864, -0.122, 5.563], [-0.817, 1.884, 4.894], [-1.485, 1.042, 7.191], [0.042, -0.525, 8.401], [2.293, -1.095, 7.419], [2.783, -0.413, 5.059]],
  "forces_ev_per_angstrom": [[0.323, 0.181, -0.044], [-0.070, 0.059, -0.983], [0.091, 0.427, 0.286], [-0.067, 0.017, -0.386], [-0.096, -0.033, -0.324], [-0.043, -0.132, -0.207], [-0.075, -0.244, -0.224], [-0.056, -0.546, 0.089], [-0.012, -0.323, 0.154], [0.084, 0.261, 0.209], [0.067, -0.019, 0.395], [0.045, -0.087, 0.458], [0.028, 0.326, 0.089], [0.030, 0.195, 0.325], [-0.903, 0.410, -0.653], [3.430, 0.245, 1.115], [0.485, 0.190, -0.176], [-0.411, 0.395, 0.526], [-0.331, -0.608, -0.310], [-1.180, -0.223, -0.005], [0.034, -0.203, -0.078], [0.037, 0.281, -0.161], [-0.072, -0.298, 0.273], [-0.069, 0.053, -0.217], [-0.240, 0.136, -0.181], [-2.494, -0.692, -1.807], [-0.072, 0.473, 0.209], [0.226, -0.150, 0.047], [1.251, -1.567, -1.252], [-0.841, 1.625, 1.655], [-0.207, -0.029, 0.376], [-0.261, 0.009, -0.057], [0.125, -0.003, -0.016], [-0.110, -0.220, 0.239], [-0.354, 0.178, 0.050], [0.165, 0.037, -0.199], [-0.106, -0.006, -0.350], [-0.057, -0.239, 0.294], [0.011, -0.127, -0.192], [0.188, 0.156, -0.108], [0.004, 0.253, -0.038], [-0.131, 0.221, -0.109], [0.116, -0.047, -0.024], [-0.075, -0.018, -0.090], [0.184, -0.531, -0.083], [0.205, -0.152, -0.095], [-1.922, 1.341, 1.120], [2.126, -1.189, -0.814], [-0.115, -0.321, 0.019], [0.039, -0.340, -0.085], [0.027, 0.266, 0.032], [0.017, 0.217, 0.162], [-0.545, 0.316, 3.827], [1.319, 0.085, -2.878], [-0.613, 0.202, 0.897], [0.079, -0.072, -0.049], [0.336, 0.076, -0.378], [-0.088, 0.304, -0.040], [-0.113, 0.234, -0.192], [0.054, -0.214, -0.081], [0.209, -0.493, 0.297], [0.689, -0.096, -0.236], [0.139, 0.171, -0.273], [-0.308, 0.023, -0.055], [-0.126, -0.145, 0.311]],
  "lowdin_spin": [0.000, 0.000, 0.000, 0.000, 0.000, 0.000, 0.000, 0.000, 0.000, 0.000, 0.000, 0.000, 0.000, 0.000, -0.003, -0.022, -0.001, 0.000, 0.000, -0.002, -0.001, -0.001, 0.000, 0.000, 0.000, 3.049, -0.007, -0.009, 0.000, -0.003, 0.000, 0.000, 0.000, 0.000, 0.000, 0.000, 0.000, 0.000, 0.000, 0.000, 0.000, 0.000, 0.000, 0.000, 0.000, 0.000, 0.000, -0.002, 0.000, 0.000, 0.000, 0.000, -0.003, 0.002, 0.000, 0.000, 0.000, 0.000, 0.000, 0.000, 0.000, 0.000, 0.000, 0.000, 0.000]
}

# 2
{
  "formula": "C21H29FN4O3",
  "method": "ωB97M-V with the def2-TZVPD basis set",
  "relative_energy_ev": 16.828,
  "smiles": "CCCCN(CCCC)Cc1ccc(C(=O)NNC(=O)Nc2ccc(F)cc2)o1",
  "homo_lumo_gap_ev": 8.43,
  "multiplicity": 1,
  "elements": ["C", "C", "C", "C", "N", "C", "C", "C", "C", "C", "C", "C", "C", "C", "C", "O", "N", "N", "C", "O", "N", "C", "C", "C", "C", "F", "C", "C", "O", "H", "H", "H", "H", "H", "H", "H", "H", "H", "H", "H", "H", "H", "H", "H", "H", "H", "H", "H", "H", "H", "H", "H", "H", "H", "H", "H", "H", "H"],
  "coordinates": [[-6.965, 2.543, 0.601], [-6.021, 2.637, 1.736], [-4.823, 1.587, 1.628], [-3.769, 1.787, 2.575], [-2.718, 0.866, 2.328], [-2.827, -0.406, 2.540], [-1.566, -1.081, 2.982], [-2.001, -2.821, 3.467], [-0.746, -3.596, 3.903], [-1.721, 1.124, 1.453], [-0.152, 1.175, 1.714], [0.441, 1.408, 2.736], [1.982, 1.214, 2.601], [1.927, 0.523, 1.440], [3.102, 0.102, 0.646], [4.137, -0.329, 1.091], [2.587, -0.616, -0.499], [3.743, -1.115, -1.271], [3.665, -0.572, -2.793], [2.528, -0.190, -3.198], [4.795, -1.022, -3.343], [4.960, -0.921, -4.851], [4.046, -0.350, -5.631], [4.270, -0.223, -7.136], [5.588, -0.574, -7.535], [6.094, -0.472, -8.754], [6.682, -1.095, -6.418], [6.190, -1.314, -5.265], [0.677, 0.399, 0.756], [-7.277, 1.615, 0.706], [-6.568, 2.588, -0.508], [-7.688, 3.211, 0.650], [-6.430, 2.596, 2.624], [-5.594, 3.784, 1.673], [-5.160, 0.551, 1.518], [-4.422, 1.694, 0.636], [-4.014, 1.605, 3.500], [-3.348, 2.766, 2.613], [-3.718, -0.451, 3.310], [-3.190, -0.841, 1.648], [-1.214, -0.869, 3.904], [-0.788, -1.194, 2.259], [-2.885, -2.699, 4.170], [-2.400, -3.199, 2.725], [-0.089, -3.535, 3.137], [-0.878, -4.575, 4.321], [-0.201, -3.161, 4.774], [-2.061, 0.654, 0.466], [-1.873, 2.114, 1.051], [-0.085, 2.077, 3.635], [2.464, 1.305, 3.303], [1.661, -0.324, -1.194], [4.513, -0.890, -1.006], [5.581, -1.258, -2.966], [3.284, 0.084, -5.322], [3.558, 0.286, -7.698], [7.597, -1.323, -6.943], [7.122, -1.277, -4.489]],
  "forces_ev_per_angstrom": [[4.361, 0.045, -2.877], [5.626, 2.972, -4.585], [-3.316, 1.470, -2.281], [2.623, 0.218, -2.511], [2.839, 5.808, 1.744], [-3.086, -5.155, 3.793], [-2.404, -5.934, -0.314], [3.202, 6.342, 6.624], [-1.721, 1.618, 3.359], [1.798, 2.675, -5.114], [-6.887, -5.680, -9.191], [5.668, 6.099, 11.140], [-14.274, -3.130, -12.999], [1.124, 1.318, -1.053], [-3.495, -4.799, -1.048], [1.430, 1.898, 0.470], [0.758, 1.673, -2.741], [-14.240, -1.826, -7.994], [-3.793, -2.241, 4.498], [4.430, -0.734, 0.435], [-6.143, 3.137, -7.946], [-1.737, 0.287, 4.076], [5.984, -2.857, -6.733], [4.563, -1.554, 3.269], [0.050, -0.840, 4.088], [-0.313, 0.176, -0.402], [-3.041, 1.661, -9.372], [4.810, 0.036, 5.339], [0.964, 2.705, 3.569], [-2.515, -4.463, -0.101], [-0.059, 0.136, 2.310], [-3.615, 2.989, 0.333], [-2.541, -0.453, 4.458], [-0.340, -2.709, 0.438], [-0.422, -0.001, 0.892], [0.407, 0.565, -0.746], [-2.037, -0.894, 5.290], [0.129, 0.995, -0.461], [1.666, -0.974, -0.939], [-0.617, -1.709, -1.420], [1.251, 1.714, 2.740], [0.317, 0.079, -0.518], [1.485, -0.116, -0.134], [-3.532, -3.829, -7.625], [2.177, -0.452, -2.512], [-0.537, -0.928, -0.591], [-0.507, 0.489, -0.540], [1.689, -0.634, 0.563], [-0.126, 1.064, 0.195], [1.506, -2.188, -2.394], [9.904, 1.782, 12.201], [3.987, -0.707, 2.484], [11.378, 3.708, 5.428], [5.216, -1.742, 3.752], [-6.960, 3.395, 3.046], [-0.991, 0.517, -1.139], [0.439, 0.102, 0.799], [-2.534, -1.124, -1.053]],
  "nbo_charge": [-0.583, -0.346, -0.415, -0.192, -0.465, -0.189, -0.384, -0.328, -0.626, -0.258, 0.262, -0.275, -0.168, 0.207, 0.589, -0.578, -0.487, -0.451, 0.780, -0.636, -0.581, 0.098, -0.152, -0.305, 0.411, -0.317, -0.214, -0.239, -0.465, 0.195, 0.191, 0.202, 0.188, 0.166, 0.206, 0.196, 0.187, 0.199, 0.179, 0.146, 0.198, 0.208, 0.182, 0.157, 0.207, 0.213, 0.198, 0.181, 0.220, 0.233, 0.168, 0.464, 0.327, 0.399, 0.216, 0.228, 0.237, 0.212]
}

no.,F_max (eV Å⁻¹)
1,3.88
2,19.56